(1)
{"formula": "C5H9NO2S", "method": "ωB97M-V/def2-TZVPD", "lumo_energy_ev": 0.48, "max_force_ev_per_a": 4.85, "energy_ev": -21748.9302, "de_lowest_kj_mol": 263.5, "species": ["O", "C", "O", "C", "C", "C", "S", "C", "N", "H", "H", "H", "H", "H", "H", "H", "H", "H"], "coordinates": [[3.0003, 0.8377, 0.3368], [2.2221, -0.0697, 0.0883], [2.2858, -0.9329, -0.9239], [0.7225, -0.0513, 0.6403], [-0.1370, 1.2417, 0.4939], [-1.1931, 1.2262, -0.6257], [-2.6589, 0.0254, -0.2402], [-1.3535, -1.1805, 0.6066], [-0.0588, -1.2098, 0.0987], [3.0056, -0.5632, -1.3582], [1.0151, -0.1459, 1.7510], [-0.7295, 1.5695, 1.3763], [0.5487, 2.0888, -0.0190], [-1.3292, 2.3464, -0.9466], [-0.6126, 0.9024, -1.6002], [-1.3456, -0.8374, 1.6764], [-1.5072, -2.2228, 0.7167], [0.0532, -1.3118, -0.9666]], "atomic_forces_ev_per_a": [[-0.4, -2.1, -0.4], [-3.5, 3.4, 0.2], [-0.8, -0.7, 1.3], [1.0, -0.9, 1.1], [1.2, 2.4, -2.1], [1.2, -0.1, -2.5], [2.6, 0.3, -0.1], [-1.1, 0.8, 1.5], [2.9, 1.6, -1.2], [2.8, 0.4, -2.2], [-1.2, -0.4, -1.2], [1.3, -0.1, -0.1], [-1.1, -1.5, 2.2], [-1.0, -2.2, 1.1], [-1.4, 0.0, 1.6], [0.2, -0.1, -1.0], [-2.2, -1.0, -0.5], [-0.4, 0.3, 2.4]]}

---

(2)
{"formula": "C5H9NO3", "method": "ωB97M-V/def2-TZVPD", "lumo_energy_ev": 0.62, "max_force_ev_per_a": 3.48, "energy_ev": -12960.2526, "de_lowest_kj_mol": 429.7, "species": ["C", "C", "C", "C", "C", "N", "O", "O", "O", "H", "H", "H", "H", "H", "H", "H", "H", "H"], "coordinates": [[1.8905, -0.2358, -0.0306], [-1.5686, -0.8713, -0.9204], [-1.6592, -0.9909, 0.6613], [0.3738, -0.2039, 0.0981], [0.5695, 2.0668, 0.2665], [-0.1547, -0.5818, -1.0545], [2.5098, -0.5034, 1.1500], [2.4653, 0.1840, -1.0203], [-0.3804, -0.7127, 1.1311], [-1.8347, -1.7772, -1.3788], [-2.0232, -0.0329, -1.4380], [-2.2580, -0.2275, 1.1422], [-1.9101, -1.9896, 1.0762], [0.6000, 2.1079, -0.7799], [1.5256, 2.4608, 0.6190], [-0.2305, 2.5917, 0.6503], [1.9121, -0.9057, 1.7940], [0.1726, -0.3785, -1.9665]], "atomic_forces_ev_per_a": [[0.0, 1.6, 1.3], [0.7, 1.1, 1.4], [-1.1, -0.1, -0.6], [2.2, 2.7, 0.5], [1.5, -2.8, -0.3], [-2.2, -1.6, -1.1], [0.6, -0.2, -0.8], [-0.8, -1.4, 1.5], [3.0, 0.3, -0.1], [-0.3, -1.2, -0.7], [-1.2, 0.0, 0.6], [-0.8, 0.0, -0.3], [-0.2, 0.5, -0.7], [-0.1, 0.2, -1.6], [-0.1, -0.6, 0.4], [-1.9, 0.8, 1.0], [-0.2, 0.2, -0.2], [0.9, 0.4, -0.3]]}

---

(3)
{"formula": "C5H9NO3", "method": "ωB97M-V/def2-TZVPD", "lumo_energy_ev": [0.59, 0.60], "max_force_ev_per_a": 4.54, "energy_ev": -12958.8017, "de_lowest_kj_mol": 569.7, "species": ["C", "C", "C", "C", "C", "N", "O", "O", "O", "H", "H", "H", "H", "H", "H", "H", "H", "H"], "coordinates": [[0.0755, 0.6383, -0.5817], [-0.2699, -1.2135, 1.0515], [-1.8905, 2.1884, -0.2623], [0.9429, 0.7500, -1.7993], [0.6594, -2.2192, 1.6072], [-0.8508, 1.6572, -0.6886], [0.2585, -0.4185, 0.1296], [-2.8810, 1.5310, 0.4759], [-2.1135, 3.5070, -0.4777], [-1.2804, -1.0305, 1.5936], [1.1405, 1.7872, -1.9224], [0.5200, 0.1352, -2.7032], [1.9217, 0.3652, -1.4589], [1.4017, -2.3583, 0.8274], [0.0042, -3.0686, 1.7205], [1.1881, -1.9938, 2.5838], [-3.5358, 2.1169, 0.6760], [-1.3754, 3.7066, -1.0470]], "atomic_forces_ev_per_a": [[-0.9, 2.5, -2.4], [-2.2, 0.8, 1.6], [-1.2, -1.6, 1.6], [0.9, -2.5, 0.5], [0.1, 0.6, 0.2], [0.6, -0.7, 0.9], [-0.2, -0.9, 0.7], [4.0, -1.4, -1.7], [-1.0, -0.6, 0.3], [1.9, 0.3, -1.4], [-0.3, 0.7, -1.0], [0.9, 1.4, 1.4], [-0.2, -0.4, -0.8], [0.3, -0.6, 0.1], [0.4, -0.9, 0.3], [-0.7, 0.0, -0.9], [-3.0, 2.7, 0.9], [0.5, 0.7, -0.4]]}

---

(4)
{"formula": "C5H9NO3", "method": "ωB97M-V/def2-TZVPD", "lumo_energy_ev": 0.66, "max_force_ev_per_a": 1.56, "energy_ev": -12962.9767, "de_lowest_kj_mol": 166.9, "species": ["H", "N", "C", "C", "C", "C", "O", "C", "O", "O", "H", "H", "H", "H", "H", "H", "H", "H"], "coordinates": [[3.2523, -0.6053, -0.1069], [2.7983, 0.2783, -0.3361], [1.5467, 0.2305, -0.3834], [0.5940, -0.9007, -0.0886], [-0.8566, -0.3772, 0.0214], [-1.6061, -0.9609, 1.2121], [-1.5608, -0.6546, -1.1681], [0.7866, 1.4906, -0.7259], [0.3284, 1.7402, -1.8074], [0.5611, 2.2630, 0.3882], [0.6484, -1.6378, -0.8947], [0.9030, -1.3944, 0.8356], [-0.8296, 0.7324, 0.2496], [-1.6790, -2.0438, 1.1257], [-2.6151, -0.5565, 1.2416], [-1.0914, -0.7051, 2.1343], [-1.3216, -0.0016, -1.8380], [0.1415, 3.1030, 0.1404]], "atomic_forces_ev_per_a": [[-0.3, -0.1, 0.0], [0.4, 0.3, -0.2], [-0.2, -0.1, 0.3], [-0.1, 0.0, 0.1], [0.0, 0.6, 0.8], [0.0, -0.3, -0.5], [-0.4, 0.1, -0.1], [-0.1, 1.1, 0.3], [0.2, 0.0, 0.1], [0.8, -0.1, -0.6], [-0.1, 0.0, 0.1], [0.1, 0.0, 0.0], [-0.4, -1.4, -0.5], [0.0, -0.1, 0.1], [0.0, 0.0, 0.0], [0.0, 0.0, 0.1], [0.1, 0.0, 0.1], [0.0, -0.2, -0.2]]}

---

(5)
{"formula": "C5H9NO3Si", "method": "ωB97M-V/def2-TZVPD", "lumo_energy_ev": 0.48, "max_force_ev_per_a": 4.02, "energy_ev": -20837.3412, "de_lowest_kj_mol": 31.4, "species": ["C", "O", "C", "O", "C", "N", "O", "C", "C", "Si", "H", "H", "H", "H", "H", "H", "H", "H", "H"], "coordinates": [[-2.8752, -0.5791, -0.1071], [-1.4886, -0.3542, -0.1021], [-0.7287, -1.4708, -0.0319], [-1.1650, -2.5941, 0.0265], [0.6701, -1.0961, -0.0199], [1.6956, -1.5830, -0.5869], [2.7909, -0.8122, -0.4285], [2.4435, 0.2920, 0.4551], [0.9271, 0.3145, 0.6208], [0.2072, 1.8099, -0.6052], [-3.3042, 0.2039, 0.5743], [-2.9440, -1.6174, 0.2308], [-3.2862, -0.5962, -1.1120], [3.0058, 1.2119, 0.2107], [2.8516, -0.0832, 1.4856], [0.6083, 0.4197, 1.7289], [-0.8667, 2.1295, 0.2895], [0.1024, 1.5741, -2.1471], [1.3561, 2.8309, -0.4815]], "atomic_forces_ev_per_a": [[-0.7, -0.4, 1.0], [1.0, 0.1, -0.4], [-0.5, -1.8, -0.6], [0.1, 0.5, 0.0], [1.1, 3.2, 1.4], [-0.9, -1.3, -0.5], [-0.4, 1.0, -0.2], [1.5, -1.1, 3.6], [0.4, 0.3, -1.7], [2.2, -1.0, 0.7], [0.1, -1.0, -0.8], [-0.9, 0.4, 0.5], [0.0, 0.6, -0.2], [-0.5, -0.6, -0.3], [-0.3, 0.9, -1.5], [0.3, -0.1, -2.1], [-1.1, 0.8, -0.3], [-0.3, -0.1, 1.5], [-0.9, -0.4, -0.1]]}

---

(6)
{"formula": "C5H9NO4", "method": "ωB97M-V/def2-TZVPD", "lumo_energy_ev": 0.65, "max_force_ev_per_a": 4.04, "energy_ev": -15007.3181, "de_lowest_kj_mol": 475.3, "species": ["C", "O", "C", "O", "C", "C", "C", "N", "O", "O", "H", "H", "H", "H", "H", "H", "H", "H", "H"], "coordinates": [[0.6791, 3.0819, 0.0583], [1.1857, 1.8390, -0.0946], [0.2989, 0.8094, -0.2081], [-0.9027, 0.9746, -0.1613], [1.0744, -0.4652, -0.1747], [0.3850, -1.7292, -0.5335], [-1.1510, -1.7861, -0.4656], [-1.4785, -1.5057, 1.0553], [-0.7445, -1.4342, 1.9874], [-2.6831, -1.3506, 1.1711], [1.4461, 3.7903, 0.2985], [0.0430, 3.0618, 0.9991], [0.1434, 3.5123, -0.8099], [1.8857, -0.3855, -0.9578], [1.5487, -0.5267, 0.8486], [0.7093, -2.3876, 0.2411], [0.8085, -1.8527, -1.5230], [-1.5462, -0.9671, -0.9987], [-1.7019, -2.6788, -0.7321]], "atomic_forces_ev_per_a": [[-2.3, 2.5, 1.8], [0.9, -2.5, -1.2], [-0.3, 1.1, 1.1], [1.1, -0.1, -0.4], [1.6, 1.3, 0.1], [-1.2, -0.8, -0.3], [2.3, 0.5, 1.7], [-3.6, 0.1, -1.9], [2.2, -0.2, 0.2], [-0.2, -0.1, 0.1], [0.9, 0.0, -0.1], [0.1, 0.4, -1.3], [-0.1, -0.6, 0.4], [-0.4, 0.5, 1.3], [-0.4, 0.3, -1.1], [0.6, -1.3, -0.3], [-0.6, -1.5, -0.2], [-0.8, 0.8, -0.2], [0.5, -0.4, 0.2]]}